1.
# C48H124N10O19S9

19 unconnected molecules or ions with the total composition C48H124N10O19S9 at a distorted geometry (the ωB97M-V functional and the def2-TZVPD basis, the OMol25 dataset).

- HOMO-LUMO gap (eV) = 8.311
- max |F| (eV/Å) = 3.18
- HOMO energy (eV) = -8.285

Positions of all 210 atoms, in Å:
H -0.3277 4.3088 -0.8345
H 3.0374 5.7037 -2.6983
H 3.6043 -5.0277 -1.3004
H -4.9634 2.9732 2.3074
S 4.7382 -2.9179 -1.0450
C 3.2959 -4.0323 -1.2516
C -2.3174 -2.8216 1.9975
H -0.0878 1.8153 1.3211
S 8.0746 0.1157 3.3486
H 6.2552 3.4866 -1.9948
C -4.4218 -0.3442 4.6244
H 1.0556 -8.3379 1.9462
C -4.3225 -1.5521 -0.5355
H -2.1438 -7.2737 0.3048
H -7.2626 -0.7069 -0.0022
C 1.0465 -9.3898 4.2521
C -2.8047 3.4749 0.5343
H -4.3410 2.0314 5.2718
O -1.9316 -0.7638 -5.5647
H 7.1229 -1.9099 4.4704
H 4.1668 3.5541 3.4106
C 2.7434 -1.5829 2.5771
N -0.0820 0.5287 -5.9050
H 6.4212 -1.4981 2.9798
C 6.5923 0.9954 3.8931
O 4.1438 -3.7674 2.7753
H -5.3169 3.8006 0.7555
H -2.4455 -0.2842 2.5160
C -5.0182 0.4020 0.8327
H -1.8899 1.2933 3.1705
O -7.3328 -0.8642 -3.8761
H -0.1828 -4.9438 4.1777
O -5.6870 4.6922 -1.5524
H -4.2639 3.7239 -5.6200
C 3.0943 2.1663 -2.1882
H 0.9369 -0.8121 -1.5838
H 0.3622 1.8507 -4.2562
H -5.4050 0.9939 -5.3396
H -5.2645 0.0628 5.1966
H 1.1657 7.3318 -1.3489
C -4.1456 7.8335 -2.3734
H 3.7572 -1.1073 2.7237
H 3.8669 -7.5995 4.2751
H 1.6903 1.4729 0.6475
O 1.7824 -2.1718 -3.8835
H -5.3687 4.6772 2.3697
S 0.3006 1.6135 5.6718
H -0.8057 -3.5216 -2.3812
H 5.1263 -4.2814 0.9572
C -0.7425 -3.1192 -3.3573
H -0.6174 -7.6042 1.0906
H -3.4329 -0.9480 -0.6114
H -4.2068 -0.2488 -5.4344
C 0.1255 0.8208 -4.4885
C -1.1121 -0.2853 -6.3002
H -5.6726 1.2153 0.4322
H 1.3758 -6.7741 2.5839
H -3.6388 8.2323 -3.2103
H 1.4918 -7.5470 -1.2432
C 3.1059 -2.5927 5.1206
H -2.3452 -6.6423 -1.6860
H 1.2526 1.5286 7.9488
H 1.6316 6.3829 -3.6794
C 0.8469 1.0047 -6.8578
H -1.4333 -0.2895 4.0159
H 2.5741 1.8844 6.7369
H -5.8854 -0.4988 -6.0309
N 1.1865 5.3128 -1.8168
H 2.8171 -1.8185 1.5484
H 0.1838 1.7302 -0.4629
O 0.0465 -3.9216 1.5157
C 0.2532 4.3053 -1.7220
H -3.2265 1.6770 -3.5780
H 5.4740 1.6574 0.3346
H 6.9095 2.0852 3.9939
H 1.1466 -5.8281 -1.6953
O -2.8094 2.8249 4.1667
C 5.6648 -4.0034 0.0616
H -0.9041 -2.0303 -3.4430
H 3.0621 -3.4617 5.7930
H 1.3661 -3.2783 -6.3798
H 1.0785 2.1057 -6.6628
H -6.2320 6.6435 -4.1902
H -4.2867 5.2458 -4.6458
O 3.8926 0.8446 1.2723
H -1.8997 -4.6418 3.9444
H 5.5474 4.6989 0.7101
C 0.9412 -6.6194 -0.9757
H -2.7235 2.3987 0.8430
H -4.7802 3.6990 -3.8815
S 0.9850 -3.3901 -4.0539
H -6.7265 8.0167 -3.0249
N 2.0034 -8.4933 3.8494
H 1.9629 4.5916 -3.6328
H 6.4352 0.6509 4.9187
H 2.9150 2.6617 2.3917
H 2.6230 -6.9692 5.1611
S -0.6372 -3.0716 2.5827
C -3.4799 1.8651 4.6374
H 3.3216 4.3456 2.1287
H 0.9420 0.2120 -4.0610
H 2.2204 -0.6490 -0.2806
O -1.6582 5.3160 2.3432
H 1.7734 2.6448 4.0853
H 5.7915 0.7733 3.2229
H -3.9755 0.7340 0.6658
C 3.7373 3.4083 2.4570
H -2.4186 -2.2806 1.0545
C -4.9482 5.6855 -1.5999
H -0.8493 -3.5364 4.8994
C -1.1276 -6.9122 0.4314
C -6.5658 -1.4314 0.4995
C 5.8891 3.7752 1.1741
H 2.4663 3.0943 -2.1479
H 0.6008 3.7756 4.6864
O 8.3160 0.3783 1.8789
H -3.6610 2.7417 -2.1283
O 4.5741 4.4880 -1.4233
C -6.4180 6.9818 -3.1751
H 1.4102 3.1194 7.2057
H -7.1848 6.4455 -2.6388
C 2.0014 5.5130 -2.9922
H 6.4489 1.4676 -2.9294
H 6.5790 -3.5169 0.2518
O 0.2005 3.3687 -2.5091
H 6.4083 3.2365 0.4486
H 0.2082 -4.4690 -5.9311
H 2.2642 -1.8856 5.2782
H 3.1080 -8.6014 5.6393
H 2.7115 -3.8511 -0.3785
C 7.3575 -1.6151 3.4409
C -0.9138 -4.1454 4.0265
H -4.8588 -0.7201 3.7056
H -4.6104 8.6727 -1.9353
S 2.8655 -3.2093 3.4190
H 4.0836 -2.1101 5.2206
H 1.1945 -2.1058 -0.4761
C -2.2015 0.2891 3.4617
H -2.9491 -2.4186 2.7304
H -0.8030 0.6011 -3.9223
N 4.5518 2.3654 -2.3429
C 5.3199 1.2267 -2.8414
H -5.2520 0.4383 1.8427
H -3.9108 -2.2513 -3.9596
N -3.4929 4.2831 1.4733
H 5.9467 -4.8949 -0.5743
H 0.3406 -9.6237 3.4628
H -3.5167 5.1936 3.2423
N -5.1877 -0.9122 0.3030
H -0.4188 -2.7324 -6.0693
H -3.2596 3.5748 -0.4516
H -2.7076 -3.8542 1.8902
C 1.5052 2.0931 7.0322
H 2.3436 6.4404 -0.3891
H -6.8637 -1.4961 1.5909
C -5.2828 -0.0555 -5.3116
H 2.7639 -7.6528 2.1379
N -5.1445 6.7557 -2.3910
N -3.3525 0.5755 4.3233
O 0.8277 0.2822 5.2991
N -0.5162 -6.8507 -0.8771
C 1.3000 -1.0305 -0.5976
H -1.1247 -0.4072 -7.3835
H 2.7790 1.6578 -3.0514
H -5.3627 -3.1715 -3.4846
O 5.6714 -2.8529 -2.1904
H 0.6852 6.2329 0.0383
H 5.2599 0.2851 -2.2099
O -1.2260 -0.5490 0.0275
H 6.5525 3.9799 2.0682
S -5.8141 -0.8279 -3.7201
C -2.8277 5.0199 2.4043
H -1.9401 2.1469 -2.4712
C -4.8464 3.9242 1.7048
H -1.1582 -5.8936 0.8828
H -3.9482 5.7553 -1.1183
C 0.5552 1.3897 0.5268
H 2.9499 1.5637 -1.2975
H 1.3498 -6.2115 -0.0595
C -5.0071 -2.3607 -4.1222
H -1.5244 -3.5677 -3.9615
S -2.5024 3.9598 -3.9247
H -4.0167 -1.2660 5.0781
C 4.7273 1.7480 1.0924
H 1.9002 -0.9474 2.8368
S 0.1788 -0.3559 0.5759
H 2.7018 -3.7211 -2.1163
O -4.4958 -2.6992 -0.9999
C 0.4140 -3.4250 -5.8083
H -5.1778 -2.5919 -5.2166
C -1.3197 -6.5648 -1.9821
H -6.6805 -2.3897 -0.0367
C 1.3426 6.3735 -0.8597
H 0.0955 2.5755 3.4889
H 7.9692 -2.3546 2.9530
C -4.2427 4.1760 -4.6398
C -2.8553 2.4638 -2.9034
H -3.3646 7.5472 -1.7201
H 0.3687 0.8502 -7.8697
O -2.1566 5.1190 -3.0643
C 2.9870 -7.9117 4.8068
C 0.7440 2.7734 4.3891
O -0.9552 -6.3968 -3.1303
H 4.9314 0.9531 -3.7997
N 4.8059 2.9807 1.5696
C 5.1371 3.5483 -1.9087
H -1.7811 3.7513 0.4925
C 1.8259 -7.8103 2.5706
H 1.7672 0.4566 -6.8012
O 0.9501 -9.8373 5.3647

Forces on the atoms, in the same order (eV/Å):
H -0.699 0.456 1.027
H -0.233 -0.038 -0.048
H 0.446 -1.678 -0.245
H 0.357 0.523 -0.698
S 0.059 -0.082 1.041
C 0.363 1.787 -0.785
C -0.234 -2.411 -0.544
H 0.721 0.036 -0.299
S 0.714 -1.024 -0.851
H -0.509 0.145 -0.167
C 0.367 -1.466 -0.306
H 1.336 -0.026 0.375
C -1.026 -1.581 0.515
H -0.183 -0.034 0.104
H 0.462 -0.569 0.516
C 0.878 1.211 0.146
C 0.268 -1.173 -0.368
H -0.301 0.347 0.504
O -1.054 -0.791 0.779
H 0.462 0.176 -0.017
H -0.001 -0.035 1.495
C 1.900 -0.029 1.305
N -1.421 -0.633 0.976
H -1.270 -0.216 -1.080
C 1.626 0.964 0.847
O -1.206 0.522 1.404
H -0.751 0.099 -0.550
H -0.078 0.690 1.102
C 1.246 1.449 -2.071
H 0.553 -0.348 -0.040
O 1.677 -0.598 0.348
H 0.281 0.329 -0.724
O 0.700 1.063 0.350
H -0.110 -0.115 -0.110
C 0.704 1.259 0.631
H 0.304 0.522 -0.675
H -0.005 0.434 -0.558
H -0.491 1.166 0.379
H 0.666 0.204 0.128
H -0.252 0.104 0.174
C -0.976 -0.588 1.251
H -1.194 -0.192 0.363
H 0.740 -0.624 -0.244
H -1.654 0.245 0.097
O 0.490 1.321 0.513
H 0.522 -0.521 -1.127
S 0.774 0.311 1.633
H 0.076 -0.085 1.132
H -0.059 0.038 0.167
C 0.728 1.023 -1.428
H 0.151 -0.050 -0.038
H 0.875 0.041 -0.615
H -0.346 -0.193 -0.188
C -0.301 -0.711 0.744
C 1.584 1.688 0.164
H 0.229 -0.843 -0.487
H 0.349 -0.658 0.808
H -0.012 -0.529 -1.893
H -0.349 0.585 0.066
C 0.081 -0.160 -0.398
H -1.173 0.165 0.035
H -0.019 0.177 -0.667
H 0.414 -1.304 1.399
C -0.168 1.533 -1.151
H -0.231 0.506 -0.318
H -1.255 -0.036 -0.002
H -0.984 -0.973 -1.418
N -0.487 -0.334 -0.031
H -0.524 -0.427 -1.131
H 0.472 0.149 0.444
O -0.684 0.669 0.732
C 2.233 0.262 -1.170
H 0.012 0.303 0.111
H 0.970 -0.885 -0.630
H -0.673 -1.317 -0.542
H -0.129 -0.296 -0.428
O -1.117 -2.044 1.397
C -0.763 -1.599 -1.244
H 0.165 -0.359 0.427
H -0.104 0.347 -0.182
H -0.912 0.325 0.305
H -0.397 -1.333 -0.487
H -0.538 0.272 -0.129
H -0.554 0.532 -0.136
O 0.515 1.313 0.437
H 0.362 0.320 0.151
H 0.083 0.149 0.188
C -0.285 -0.309 -0.269
H -0.601 0.627 -0.178
H -1.751 -0.378 0.695
S -2.301 -1.003 -0.876
H 0.416 0.189 -0.658
N -0.131 0.490 -0.045
H 0.066 0.854 0.648
H -0.325 -0.102 -0.127
H 0.884 0.370 0.384
H -0.649 0.588 0.601
S 1.516 -0.316 -0.938
C 0.515 2.362 -1.406
H -0.059 0.550 -0.263
H -0.313 -0.058 -0.288
H 1.859 0.336 -0.161
O 0.408 0.297 0.144
H 0.290 -0.255 0.142
H -0.713 0.161 -0.302
H -0.453 -0.194 0.227
C -0.274 -0.287 -1.269
H 0.702 -0.029 0.245
C -0.059 -1.056 -0.910
H -0.260 0.622 0.664
C -0.420 0.999 0.015
C -0.310 0.447 -0.400
C 0.651 2.169 1.975
H 1.219 -0.765 0.211
H -0.427 1.149 0.517
O -0.593 -0.033 1.190
H 1.198 -0.587 -1.205
O -0.816 1.034 0.351
C 1.514 -0.330 1.883
H -0.218 1.697 0.456
H -0.228 -0.758 -0.350
C -0.430 -0.036 -2.164
H -1.930 -0.146 0.107
H 0.979 0.855 0.488
O -0.248 0.193 0.043
H 1.259 -0.699 -1.032
H -0.772 -0.583 -0.315
H 0.517 -0.355 0.102
H 0.324 0.065 -0.200
H -0.453 0.006 0.887
C 0.267 1.274 1.085
C -1.117 -0.816 -0.510
H -0.161 0.100 -0.479
H -0.610 1.236 0.689
S 0.631 0.299 -1.198
H -0.222 0.091 -0.074
H 0.287 -0.124 0.195
C -0.324 -1.259 -0.730
H -0.618 0.978 1.272
H 0.542 -0.091 -0.477
N 0.116 1.615 0.726
C 1.691 -0.335 0.992
H -0.110 -0.260 2.221
H -0.753 0.180 -0.022
N 0.300 0.381 0.658
H -0.520 0.777 0.641
H -0.277 -0.240 -0.521
H 0.299 0.744 0.198
N -2.021 -1.149 -0.089
H 0.769 -0.618 0.336
H 0.099 -0.194 0.129
H 0.157 0.392 -0.422
C 0.410 -1.319 -0.924
H -0.104 -0.402 -0.697
H 0.574 -0.058 -1.183
C 1.912 -0.277 1.974
H 1.390 -0.255 -1.190
N -0.358 1.088 -1.175
N 0.420 0.496 -0.269
O -0.029 -0.919 -0.774
N 0.510 0.743 -1.464
C -1.759 -0.601 -0.038
H -0.069 -0.179 -0.411
H -0.625 -0.994 -1.040
H -0.063 0.204 -0.019
O -0.264 0.002 -0.990
H 0.076 0.171 -1.025
H -0.142 1.214 -0.340
O 0.542 0.426 0.126
H -0.453 -0.014 -1.030
S -1.296 1.478 -0.906
C -0.437 -0.999 -0.185
H 0.809 -0.109 0.558
C -1.147 -0.354 2.313
H 0.136 -0.722 -0.002
H -0.522 -0.262 0.209
C 0.428 -0.166 -0.790
H -0.349 -0.170 0.108
H -0.228 -0.181 0.548
C 0.333 -1.024 -1.306
H 0.242 -0.412 -0.258
S 0.327 -1.372 -1.326
H -0.198 0.479 0.359
C -0.954 -1.270 -1.218
H 0.068 -0.155 0.160
S -1.415 -0.600 0.946
H 0.394 -0.031 0.065
O 0.352 2.305 0.647
C 1.359 0.356 0.261
H 0.084 0.074 1.219
C 1.694 -1.106 0.771
H 0.200 0.379 0.562
C -0.437 0.144 1.775
H 0.456 0.133 1.090
H 0.373 0.098 -0.207
C 2.747 0.078 0.581
C -2.189 1.267 0.114
H 0.821 -0.434 0.770
H 0.856 0.449 0.874
O -0.697 0.353 0.597
C -1.419 -0.533 -0.818
C -0.147 -1.025 -1.417
O 0.129 0.316 0.576
H -0.047 -0.173 -0.769
N -2.443 -1.288 0.847
C 0.818 -2.959 -0.847
H 0.842 0.719 -0.158
C -2.435 0.527 0.442
H 0.700 -0.280 -0.108
O 0.010 -0.470 0.659


2.
# C3H12N2OS

2 unconnected molecules or ions with the total composition C3H12N2OS at a distorted geometry (the ωB97M-V functional and the def2-TZVPD basis, the OMol25 dataset).

- SMILES string = NC[C@@H](N)CS.O
- HOMO-LUMO gap (eV) = 9.128
- ΔE to the lowest compared entry with this formula, charge and spin (kcal/mol) = 16.3
- max |F| (eV/Å) = 1.32
- HOMO energy (eV) = -8.574

Positions of all 19 atoms, in Å:
H -0.0470 1.4059 0.0461
H -2.6833 0.6443 1.0187
H -1.1827 1.2050 -2.2833
H 0.9940 -3.2880 0.2446
H -2.1027 2.1374 0.6589
S 1.0070 -2.0100 0.6441
C 0.5551 -1.2424 -0.9617
H -0.3364 0.1340 1.1454
H 1.4924 -0.7742 -1.2708
O 1.1454 2.7265 1.6975
H 0.3031 0.5693 -2.4796
C -0.6875 -0.3651 -0.9508
N -0.6476 0.3539 -2.2145
H 1.9562 3.2363 1.8400
H -1.5025 -1.0697 -0.9974
C -0.7204 0.5802 0.2430
H 0.5348 3.4622 1.5580
H 0.3950 -2.0051 -1.7262
N -2.0446 1.1532 0.4279

Forces on the atoms, in the same order (eV/Å):
H 0.245 0.037 -0.227
H 0.205 -0.174 0.037
H -0.343 -0.048 0.419
H -0.020 0.037 -0.014
H 0.331 -0.308 0.033
S -0.324 -0.229 -0.136
C 0.774 -0.811 -0.110
H 0.027 -0.446 0.418
H -0.353 0.662 -0.040
O 0.244 0.898 0.021
H 0.036 0.080 0.058
C 1.151 0.634 -0.087
N 0.085 -0.200 -0.886
H 0.141 -0.494 0.056
H -0.707 0.034 0.471
C -0.550 0.436 0.093
H -0.330 -0.321 -0.023
H 0.036 -0.184 0.271
N -0.648 0.396 -0.353